Record 1
Molecular formula: C7H15N2O
Method: DFT, ωB97M-V with the def2-TZVPD basis set

Geometry (Å):
C 0.544 -0.966 0.998
C -3.048 -0.513 -0.606
C 1.217 2.047 1.364
C 1.150 -1.846 0.016
C 0.667 1.187 0.260
C 2.207 -0.737 -0.303
C 1.719 0.638 -0.755
N -0.201 0.142 0.646
N -4.109 0.071 -1.117
O -3.114 -1.784 -0.276
H 1.248 -0.886 1.916
H 0.472 2.332 2.154
H 1.895 1.455 1.823
H 1.705 2.951 1.139
H 0.480 -2.012 -0.975
H 1.682 -2.776 0.116
H 0.055 1.887 -0.357
H -1.010 0.034 -0.007
H 2.966 -0.629 0.567
H 2.853 -1.285 -1.053
H 2.440 1.487 -0.782
H 1.210 0.583 -1.767
H -4.033 1.098 -1.261
H -4.933 -0.327 -1.318
H -4.061 -2.149 -0.421

Properties
DFT total energy = -12516.7119 eV
2S+1 = 3
LUMO energy (alpha / beta) = -0.0816 / -0.2729 Eh
Orbital gap (alpha / beta) = 9.227 / 5.344 eV
Net charge = +1
Energy above the lowest of the compared OMol25 structures with the same formula, charge and spin = 2.4290 eV

Here are the Löwdin charges for atoms 1 to 4, given in e: number 1, C, carries -0.118; number 2, C, carries -0.263; number 3, C, carries -0.012; number 4, C, carries -0.134

---

Record 2
Molecular formula: C7H15N2O5P
Method: DFT, ωB97M-V with the def2-TZVPD basis set

Geometry (Å):
C 1.377 2.263 1.904
C 1.767 2.233 0.539
O 0.914 2.921 -0.383
P 0.280 1.905 -1.591
O 0.499 2.634 -2.930
O -1.395 1.810 -1.370
C -1.768 1.354 -0.040
C -2.783 0.105 -0.266
C -2.688 -0.982 0.894
N -2.085 -2.283 0.537
O -3.107 -0.776 2.052
O 1.064 0.403 -1.740
N 0.708 -0.496 -0.747
C 1.998 -1.147 -0.325
C 1.861 -2.710 -0.009
H 2.100 2.062 2.760
H 0.293 2.545 2.131
H 2.732 1.699 0.275
H -2.348 2.131 0.569
H -0.864 1.057 0.599
H -3.851 0.447 -0.481
H -2.423 -0.386 -1.245
H -1.139 -2.330 0.950
H -1.986 -2.363 -0.490
H 0.026 -1.194 -1.071
H 2.508 -0.595 0.530
H 2.692 -1.053 -1.242
H 0.824 -2.975 0.398
H 2.692 -2.964 0.743
H 2.104 -3.316 -0.954

Properties
DFT total energy = -30006.0095 eV
LUMO energy = 0.0109 Eh
Orbital gap = 10.272 eV
Energy above the lowest of the compared OMol25 structures with the same formula, charge and spin = 4.5758 eV
SMILES = C=CO[P@](=O)(OCCC(N)=O)ONCC

Here are the Löwdin charges for atoms 1 to 4, given in e: number 1, C, carries 0.030; number 2, C, carries -0.239; number 3, O, carries -0.174; number 4, P, carries 0.673

---

Record 3
Molecular formula: C7H15N2O5S2
Method: DFT, ωB97M-V with the def2-TZVPD basis set

Geometry (Å):
C -0.418 -2.312 1.227
C -1.073 -1.715 -0.002
O -0.612 -1.867 -1.065
N -2.302 -0.980 0.252
C -3.371 -1.887 -0.239
C -2.403 0.249 -0.578
C -1.145 1.126 -0.647
C -0.484 1.415 0.713
C 0.909 2.020 0.502
S 2.096 0.843 -0.139
O 1.989 0.758 -1.568
O 1.900 -0.420 0.511
N 3.504 1.538 0.294
S 4.769 0.944 -0.503
O 4.875 -0.482 -0.426
O 4.964 1.492 -1.812
H -1.204 -2.722 1.872
H 0.257 -3.106 0.928
H 0.136 -1.558 1.776
H -3.602 -2.670 0.483
H -3.069 -2.321 -1.200
H -4.260 -1.297 -0.459
H -3.202 0.860 -0.139
H -2.764 -0.030 -1.577
H -1.473 2.095 -1.042
H -0.469 0.715 -1.396
H -0.422 0.523 1.329
H -1.108 2.135 1.248
H 1.287 2.298 1.490
H 0.894 2.939 -0.079
H 5.803 1.420 0.247

Properties
DFT total energy = -42390.6315 eV
LUMO energy = 0.1093 Eh
Orbital gap = 7.998 eV
Net charge = -1
Energy above the lowest of the compared OMol25 structures with the same formula, charge and spin = 0.0000 eV

Here are the Löwdin charges for atoms 1 to 4, given in e: number 1, C, carries 0.000; number 2, C, carries -0.534; number 3, O, carries 0.151; number 4, N, carries -0.122

---

Record 4
Molecular formula: C7H15N2Si
Method: DFT, ωB97M-V with the def2-TZVPD basis set

Geometry (Å):
C -0.768 -1.997 -2.413
C -1.383 -0.678 -2.295
C -0.015 -0.056 -0.427
C -1.339 1.565 -1.621
C -0.157 -1.162 2.461
C -0.006 1.858 1.573
C 2.605 0.049 1.200
N 0.286 -2.228 -1.780
N -0.919 0.187 -1.323
Si 0.712 0.051 1.268
H -1.392 -2.698 -3.044
H -2.129 -0.269 -3.048
H -2.117 1.821 -0.989
H -0.580 2.310 -1.604
H -1.713 1.498 -2.609
H -1.192 -0.905 2.595
H -0.209 -2.127 1.946
H 0.251 -1.228 3.403
H 0.594 2.653 1.086
H -0.960 2.028 1.092
H 0.138 1.927 2.629
H 3.094 0.804 2.014
H 3.222 -0.864 1.267
H 3.088 0.457 0.325
H 0.889 -2.996 -1.707

Properties
DFT total energy = -18348.9199 eV
LUMO energy (alpha / beta) = -0.1820 / -0.2079 Eh
Orbital gap (alpha / beta) = 7.652 / 6.737 eV
Net charge = +1
Energy above the lowest of the compared OMol25 structures with the same formula, charge and spin = 5.6500 eV

Here are the Löwdin charges for atoms 1 to 4, given in e: number 1, C, carries -0.194; number 2, C, carries -0.025; number 3, C, carries 0.102; number 4, C, carries 0.024

---

Record 5
Molecular formula: C7H15N3
Method: DFT, ωB97M-V with the def2-TZVPD basis set

Geometry (Å):
C 3.659 -0.960 0.097
N 2.340 -0.335 -0.026
C 1.149 -0.777 0.136
C 0.206 0.413 0.015
C -1.058 0.218 -0.923
N -2.287 -0.152 -0.240
C -3.126 0.862 0.473
N -2.029 -1.252 0.668
C 1.184 1.546 -0.320
C 2.384 1.075 -0.190
H 3.802 -1.877 -0.468
H 4.469 -0.198 0.015
H 3.595 -1.397 1.028
H 1.020 -1.820 0.082
H -0.187 0.687 1.080
H -1.111 0.956 -1.716
H -0.774 -0.579 -1.545
H -2.816 -0.482 -1.138
H -2.577 0.959 1.406
H -3.291 1.851 -0.003
H -4.067 0.528 0.781
H -1.859 -2.152 0.200
H -2.825 -1.255 1.438
H 0.894 2.618 -0.449
H 3.307 1.519 -0.403

Properties
DFT total energy = -11952.7090 eV
LUMO energy = -0.2973 Eh
Orbital gap = 9.928 eV
Net charge = +2
Energy above the lowest of the compared OMol25 structures with the same formula, charge and spin = 4.6064 eV
SMILES = C[N+]1=C[C@H](C[N@H+](C)N)C=C1

Here are the Löwdin charges for atoms 1 to 4, given in e: number 1, C, carries 0.067; number 2, N, carries -0.057; number 3, C, carries 0.081; number 4, C, carries -0.168

---

Record 6
Molecular formula: C7H15N3
Method: DFT, ωB97M-V with the def2-TZVPD basis set

Geometry (Å):
C -2.871 -0.064 0.718
N -1.456 -0.620 1.099
C -1.396 -2.111 0.902
C -0.318 -0.167 0.349
C -0.230 0.868 -0.600
N 1.188 1.219 -1.069
C 1.741 0.397 -2.149
C 2.053 1.284 0.192
C 1.939 -0.088 0.841
N 0.838 -0.676 0.953
H -3.183 0.094 -0.286
H -3.725 -0.577 1.213
H -2.974 1.076 0.849
H -1.277 -0.297 2.063
H -1.514 -2.400 -0.127
H -0.395 -2.312 1.187
H -2.106 -2.627 1.524
H -1.098 1.321 -1.063
H 1.295 2.185 -1.468
H 1.686 -0.671 -1.896
H 1.261 0.567 -3.089
H 2.765 0.570 -2.263
H 1.867 2.141 0.943
H 3.099 1.463 -0.255
H 2.812 -0.575 1.433

Properties
DFT total energy = -11952.4776 eV
LUMO energy = -0.3120 Eh
Orbital gap = 9.868 eV
Net charge = +2
Energy above the lowest of the compared OMol25 structures with the same formula, charge and spin = 4.8378 eV
SMILES = C[NH+](C)C1=C[N@H+](C)CC=N1

Here are the Löwdin charges for atoms 1 to 4, given in e: number 1, C, carries 0.040; number 2, N, carries -0.065; number 3, C, carries 0.045; number 4, C, carries -0.231

---

Record 7
Molecular formula: C7H15N4
Method: DFT, ωB97M-V with the def2-TZVPD basis set

Geometry (Å):
C 0.804 1.308 -1.018
N 0.833 1.030 0.419
C 2.277 0.982 0.744
C 0.199 -0.371 0.478
N 1.023 -1.324 -0.515
N 2.014 -2.057 0.086
C -1.261 -0.176 0.232
C -1.928 -0.205 -0.997
C -3.234 0.000 -0.768
N -3.394 0.127 0.622
C -2.198 -0.030 1.219
H 1.263 2.261 -1.141
H 1.595 0.742 -1.532
H -0.141 1.254 -1.398
H 0.413 1.831 0.847
H 2.921 1.674 0.289
H 2.372 0.983 1.779
H 2.711 0.075 0.484
H 0.562 -0.889 1.500
H 0.223 -1.712 -0.955
H 1.616 -2.981 0.192
H 2.886 -2.164 -0.411
H -1.382 -0.396 -1.966
H -3.941 0.047 -1.558
H -4.233 0.105 1.133
H -2.000 -0.113 2.236

Properties
DFT total energy = -13453.3495 eV
LUMO energy = -0.0892 Eh
Orbital gap = 9.857 eV
Net charge = +1
Energy above the lowest of the compared OMol25 structures with the same formula, charge and spin = 2.9542 eV
SMILES = C[NH+](C)[C@H](NN)c1cc[nH]c1

Here are the Löwdin charges for atoms 1 to 4, given in e: number 1, C, carries -0.025; number 2, N, carries -0.090; number 3, C, carries 0.003; number 4, C, carries -0.149

---

Record 8
Molecular formula: C7H15N4O3
Method: DFT, ωB97M-V with the def2-TZVPD basis set

Geometry (Å):
C -3.044 1.980 1.723
N -1.611 1.638 1.662
N -1.080 0.561 1.047
C -1.660 -0.720 1.166
N -0.619 -1.722 0.742
C 0.006 -1.254 -0.346
C 0.559 -2.475 -1.130
O 0.952 -2.062 -2.359
N 1.418 -0.278 -0.057
C 2.505 -0.250 -0.720
C 3.352 0.988 -0.873
O 2.463 2.157 -0.605
O -0.844 -0.509 -1.074
C -1.803 -0.024 -0.112
H -3.205 2.647 2.523
H -3.425 2.303 0.790
H -3.743 1.139 1.959
H -1.022 2.446 1.622
H -2.309 -1.002 1.941
H -0.158 -2.317 1.325
H -0.314 -3.223 -1.102
H 1.336 -2.885 -0.600
H 0.084 -2.062 -2.873
H 1.217 0.674 0.226
H 2.947 -1.207 -1.130
H 3.581 0.912 -1.964
H 4.281 1.112 -0.262
H 2.789 2.914 -1.017
H -2.651 0.518 -0.502

Properties
DFT total energy = -19593.8306 eV
LUMO energy = -0.1289 Eh
Orbital gap = 8.174 eV
Net charge = +1
Energy above the lowest of the compared OMol25 structures with the same formula, charge and spin = 0.2617 eV
SMILES = CNN1[C@@H]2N[C@](CO)(/[NH+]=C/CO)O[C@@H]21

Here are the Löwdin charges for atoms 1 to 4, given in e: number 1, C, carries -0.072; number 2, N, carries -0.088; number 3, N, carries -0.044; number 4, C, carries -0.116

---

Record 9
Molecular formula: C7H15NO
Method: DFT, ωB97M-V with the def2-TZVPD basis set

Geometry (Å):
C -0.996 1.418 -0.249
C -0.120 0.393 1.662
C 0.379 -0.856 -1.395
C 0.256 -1.685 -0.352
C -0.737 2.457 -1.280
C 1.009 0.421 2.630
C -0.971 -2.502 -0.087
N 1.502 -0.073 -1.663
O -0.115 1.271 0.698
H -1.941 0.894 -0.176
H -1.029 -0.160 1.865
H -0.430 -0.727 -2.102
H 1.108 -1.864 0.292
H 1.706 0.061 -2.642
H 2.322 -0.331 -1.134
H 0.339 2.577 -1.414
H -1.171 2.160 -2.235
H -1.162 3.431 -1.014
H 1.308 -0.593 2.901
H 1.866 0.923 2.183
H 0.755 0.942 3.560
H -1.786 -2.206 -0.748
H -0.777 -3.566 -0.242
H -1.312 -2.385 0.944

Properties
DFT total energy = -11036.0184 eV
LUMO energy (alpha / beta) = 0.0420 / 0.0423 Eh
Orbital gap (alpha / beta) = 7.511 / 7.546 eV
Energy above the lowest of the compared OMol25 structures with the same formula, charge and spin = 4.6561 eV

Here are the Löwdin charges for atoms 1 to 4, given in e: number 1, C, carries -0.239; number 2, C, carries -0.229; number 3, C, carries -0.254; number 4, C, carries -0.207

---

Which value of energy above the lowest of the compared OMol25 structures with the same formula, charge and spin does entry 3 give? 0.0000 eV